ORCA calculation (wB97M-V/def2-TZVPD) on a molecular structure, C36H37N4NiP2S.

Element x y z (Å)
Ni 0.58919 0.37051 0.07251
C -4.60794 -2.16105 1.44471
C -4.69045 -1.44725 0.10587
N -3.52847 -1.62139 -0.75253
C -2.43303 -0.82861 -0.68383
S -1.32827 -0.77645 -2.00648
N -2.30361 -0.10538 0.41503
N -1.27043 0.78879 0.30856
C -1.58359 2.02634 0.15717
C -2.99564 2.49346 0.06169
C -0.43703 2.94154 0.10071
C -0.55034 4.31675 -0.00482
C 0.59587 5.09544 0.03062
C 1.81824 4.47566 0.20298
C 1.85757 3.09392 0.27676
N 0.76669 2.33293 0.18709
H -5.51359 -1.97028 2.02299
H -3.75185 -1.80109 2.01491
H -4.50926 -3.23682 1.30610
H -4.82392 -0.37594 0.27530
H -5.55732 -1.79990 -0.45419
H -3.61180 -2.16337 -1.59413
H -3.57844 1.77474 -0.50894
H -3.06958 3.46776 -0.41336
H -3.43476 2.55498 1.05994
H -1.52196 4.77545 -0.10018
H 0.52724 6.17145 -0.05532
H 2.73725 5.03830 0.27971
H 2.79447 2.58456 0.42619
C 1.90397 -2.68361 -0.17513
C 3.14640 -1.81590 -0.09259
P 2.67953 -0.13758 -0.64336
C 4.15777 0.84159 -0.26100
C 4.74416 1.67453 -1.21161
C 5.83880 2.45580 -0.86988
C 6.34907 2.41602 0.41981
C 5.76332 1.59422 1.37403
C 4.66997 0.81168 1.03744
C 2.62999 -0.24880 -2.44787
C 3.70559 -0.81189 -3.14232
C 3.66424 -0.91364 -4.52054
C 2.55164 -0.45238 -5.21801
C 1.48822 0.11429 -4.53659
C 1.52686 0.22066 -3.15116
P 0.53108 -1.81397 0.67624
C -0.71270 -3.13462 0.73793
C -1.22639 -3.55371 1.96065
C -2.04310 -4.67468 2.02501
C -2.35663 -5.37292 0.87122
C -1.85206 -4.95207 -0.35348
C -1.03127 -3.84053 -0.42369
C 1.11843 -1.66135 2.39492
C 0.77350 -0.52509 3.12351
C 1.20738 -0.37034 4.43404
C 1.99239 -1.34852 5.02344
C 2.33354 -2.49059 4.30814
C 1.89421 -2.64901 3.00435
H 2.04914 -3.66430 0.27824
H 1.59152 -2.84472 -1.20961
H 3.97389 -2.18705 -0.69736
H 3.48708 -1.75269 0.94193
H 4.34904 1.71290 -2.21881
H 6.29517 3.09365 -1.61520
H 7.20452 3.02397 0.68247
H 6.15784 1.56308 2.38083
H 4.20907 0.19006 1.79690
H 4.58161 -1.16108 -2.60786
H 4.49732 -1.35131 -5.05414
H 2.52003 -0.53770 -6.29621
H 0.61816 0.46864 -5.07283
H 0.67684 0.64336 -2.63037
H -0.99076 -3.01562 2.86918
H -2.43555 -4.99535 2.98101
H -2.99321 -6.24662 0.92259
H -2.09561 -5.49403 -1.25781
H -0.65866 -3.51177 -1.38346
H 0.14142 0.23367 2.67585
H 0.92641 0.51256 4.99277
H 2.33311 -1.22864 6.04337
H 2.93528 -3.26157 4.77094
H 2.14936 -3.55458 2.46714

DFT total energy, eV: -114345.38236
Energy above the lowest of the compared OMol25 structures with the same formula, charge and spin, kcal per mole: 0.0
E_HOMO (alpha / beta), hartree: -0.361 / -0.362
Charge: +1
Orbital gap (alpha / beta), Ha: 0.2475 / 0.2471
E_LUMO (alpha / beta), eV: -3.088 / -3.128

Atom charges from the Mulliken analysis, given in e for atoms 1 to 4: -0.987 -0.885 -0.448 0.166

ORCA calculation (wB97M-V/def2-TZVPD) on a molecular structure, C36H37NP2RuSe.

Element x y z (Å)
Ru -0.39970 1.08087 1.20905
C -1.79463 1.00230 -2.49705
C -1.89297 -0.32302 -2.35934
C -1.28122 -1.27254 -3.33586
C 0.07280 -0.83210 -3.95456
C 1.01698 -0.08298 -3.06172
C 1.06291 1.24242 -2.91409
C 0.16645 2.14077 -3.70677
C -1.30439 1.69227 -3.73122
C 1.79965 0.28261 2.96896
H -2.22032 1.67404 -1.76414
H -2.62357 -0.76882 -1.66863
H -1.99646 -1.44503 -4.16277
H -1.15348 -2.25333 -2.85987
H 0.58712 -1.74616 -4.29060
H -0.13236 -0.27085 -4.87680
H 1.81703 -0.69674 -2.65282
H 1.90947 1.74447 -2.44654
H 0.53128 2.18645 -4.75133
H 0.24028 3.16856 -3.32605
H -1.94334 2.57017 -3.91740
H -1.44588 1.03733 -4.59744
H 0.88451 0.88432 3.12908
H 2.69168 0.83674 3.31122
H 1.71712 -0.74145 3.36582
P -1.47811 -0.82435 0.73833
P 1.93398 0.07721 1.18390
C -0.08435 -1.41802 -0.26897
C 1.16493 -0.83101 -0.16286
C -2.39024 -2.28637 1.27994
C -2.74799 -3.22190 0.29167
C -3.54066 -4.31370 0.62895
C -3.95552 -4.49914 1.94976
C -3.59865 -3.57419 2.93606
C -2.82182 -2.46726 2.60893
C -2.76729 0.47460 0.29288
C -2.24446 1.81618 0.33012
C -3.12113 2.93210 0.50462
C -4.48768 2.72025 0.37819
C -4.97525 1.42183 0.16852
C -4.14738 0.29804 0.20005
C 3.40408 -1.04994 1.31056
C 3.19993 -2.34821 1.80951
C 4.29585 -3.17406 2.06192
C 5.59055 -2.72198 1.78032
C 5.78329 -1.43267 1.28139
C 4.69206 -0.59033 1.04064
C 2.49731 1.72787 0.68242
C 2.33739 2.84630 1.51583
C 2.75125 4.10465 1.08242
C 3.25985 4.27278 -0.20667
C 3.43836 3.15453 -1.02892
C 3.11988 1.87664 -0.56104
H -0.24540 -2.28925 -0.91505
H 1.95479 -1.10219 -0.87310
H -2.37813 -3.08695 -0.72741
H -3.82042 -5.02098 -0.15194
H -4.56003 -5.36899 2.20656
H -3.92587 -3.72751 3.96357
H -2.54842 -1.74163 3.38152
H -1.24072 2.07198 -0.17777
H -2.68905 3.91321 0.73724
H -5.18629 3.56385 0.40717
H -6.03885 1.26910 0.00587
H -4.55323 -0.71457 0.14420
H 2.19069 -2.71089 2.02130
H 4.14309 -4.16906 2.48658
H 6.44532 -3.37494 1.95971
H 6.78991 -1.06494 1.08217
H 4.83510 0.41917 0.65643
H 1.85041 2.75564 2.48585
H 2.64340 4.95456 1.75585
H 3.51820 5.26770 -0.57270
H 3.82051 3.27043 -2.04265
H 3.26652 0.99509 -1.19421
Se -2.67117 0.24192 5.45235
C -1.81424 0.66749 3.98470
N -1.20327 0.90160 2.98617

DFT total energy, eV: -125905.03450
Spin multiplicity: 5
E_HOMO (alpha / beta), hartree: -0.480 / -0.504
Charge: +2
Orbital gap (alpha / beta), Ha: 0.2351 / 0.2063
E_LUMO (alpha / beta), eV: -6.662 / -8.113

Atom charges from the Mulliken analysis, given in e for atoms 1 to 4: -0.952 -0.426 -0.451 -1.352

ORCA calculation (wB97M-V/def2-TZVPD) on a molecular structure, C36H38As2RuTe.

Element x y z (Å)
Ru -0.05907 0.43250 1.77901
C -2.53065 3.73778 3.76826
C -1.46117 3.33691 2.74708
C -0.32384 4.35185 2.70766
C -1.01428 1.92465 3.05007
C 0.28896 1.65071 3.55422
C 0.70517 0.33611 3.87068
C -0.15460 -0.76606 3.62581
C 0.30627 -2.18070 3.82832
C -1.47473 -0.49133 3.17194
C -1.89979 0.81638 2.90832
H -2.87586 4.74993 3.56421
H -2.12731 3.72078 4.78162
H -3.39629 3.07534 3.73949
H -1.91846 3.32000 1.74764
H 0.11063 4.51462 3.69541
H -0.71207 5.31089 2.36976
H 0.46840 4.05484 2.01603
H 0.99472 2.46299 3.65050
H 1.72130 0.15735 4.19305
H 0.53622 -2.66168 2.87790
H -0.47794 -2.76211 4.31104
H 1.19969 -2.21215 4.44789
H -2.14393 -1.31938 2.97128
H -2.90214 0.96583 2.53932
C 1.05519 1.05985 -2.13437
C -0.29269 0.35411 -2.14862
As -1.23831 0.20832 -0.42130
C -1.71505 -1.67209 -0.39326
C -2.77650 -2.21814 -1.10569
C -3.01912 -3.58305 -1.03893
C -2.20823 -4.40520 -0.26878
C -1.15127 -3.86141 0.44767
C -0.91548 -2.49751 0.38344
C -2.90888 1.09870 -0.87911
C -3.43720 0.85391 -2.15140
C -4.64713 1.40715 -2.53731
C -5.34761 2.22551 -1.66361
C -4.83558 2.47483 -0.40189
C -3.62841 1.91162 -0.01265
As 2.51112 0.10194 -1.25525
C 2.23175 -1.79071 -1.40922
C 2.53269 -2.62669 -0.34007
C 2.38286 -3.99778 -0.47960
C 1.92766 -4.52994 -1.67697
C 1.63890 -3.69674 -2.74884
C 1.79964 -2.32534 -2.62206
C 4.14883 0.57775 -2.11579
C 4.74089 1.79930 -1.80872
C 5.90296 2.17369 -2.46393
C 6.46399 1.33174 -3.41494
C 5.87101 0.11250 -3.71208
C 4.70892 -0.27398 -3.06193
H 1.00428 2.01471 -1.60294
H 1.38929 1.27775 -3.15249
H -0.23556 -0.65910 -2.54081
H -0.94689 0.92273 -2.80884
H -3.43098 -1.59537 -1.70165
H -3.85024 -4.00421 -1.58706
H -2.40628 -5.46688 -0.22238
H -0.51805 -4.49699 1.05285
H -0.10613 -2.04587 0.96581
H -2.92654 0.20822 -2.85397
H -5.04242 1.19814 -3.52190
H -6.28748 2.66565 -1.96576
H -5.37276 3.11314 0.28551
H -3.26199 2.13581 0.97521
H 2.89022 -2.21148 0.59655
H 2.63162 -4.65284 0.34406
H 1.81192 -5.59981 -1.78144
H 1.30262 -4.11524 -3.68716
H 1.60407 -1.68684 -3.47648
H 4.31087 2.45561 -1.05970
H 6.37266 3.11837 -2.22924
H 7.37284 1.62423 -3.92232
H 6.31674 -0.54419 -4.44618
H 4.26454 -1.23689 -3.28426
Te 2.45946 0.84292 1.14330

DFT total energy, eV: -169487.98622
Energy above the lowest of the compared OMol25 structures with the same formula, charge and spin, kcal per mole: 5.7
E_HOMO, hartree: -0.508
Charge: +2
Orbital gap, Ha: 0.2552
E_LUMO, eV: -6.889

Atom charges from the Mulliken analysis, given in e for atoms 1 to 4: 0.105 -1.490 1.108 -1.789